Model w:
Density functional theory data (ωB97M-V/def2-TZVPD) for a structure of composition C42H55N6O3PSnTe.

The value obtained for the frontier orbital gap is 6.49 eV. As for the highest occupied orbital energy: -6.12 eV.

```
! wB97M-V def2-TZVPD RIJCOSX def2/J DEFGRID3
* xyz 0 1
Te 12.5484 17.1122 13.2751
Sn 12.9903 13.4906 14.7572
P 10.8239 13.4836 17.5951
O 15.0300 12.9428 15.7785
O 12.1726 13.2329 17.0313
O 11.2660 17.8806 15.3708
N 12.7798 11.6561 14.2016
N 15.1939 11.6923 16.0351
N 10.8795 18.0841 13.1520
N 9.5983 12.7111 16.8796
N 10.9675 13.0966 19.1994
N 10.4236 15.0414 17.4500
C 14.0923 18.3817 14.0299
C 16.2109 20.0270 14.8654
C 14.3092 16.8228 10.9668
C 10.5223 18.2868 14.4397
C 12.8717 18.0307 8.9590
C 6.8603 20.3747 15.1563
C 11.4937 9.7139 13.3467
C 12.2225 17.7501 10.1595
C 14.2273 19.6842 13.5543
C 12.1433 9.7870 15.6418
C 12.1065 10.4606 14.3907
C 16.1416 18.6742 15.2521
C 10.8086 18.2337 10.2571
C 7.3293 20.1880 13.8388
C 9.2073 18.8974 14.6240
C 10.9305 8.4449 13.5619
C 14.9100 17.0552 9.7080
C 15.3829 9.4098 15.2490
C 8.7045 19.0776 15.9266
C 17.2756 20.8950 15.3902
C 15.1404 15.9831 11.9591
C 9.0576 15.5544 17.3671
C 11.4093 15.9921 17.9309
C 9.8694 13.4337 20.0809
C 15.3177 10.7927 15.0765
C 11.7334 11.8861 19.6085
C 14.1627 17.5964 8.6482
C 15.0575 17.8443 14.8871
C 15.2056 9.9105 17.6122
C 11.4309 8.6248 15.8712
C 8.4183 19.4300 13.5493
C 13.0072 17.1958 11.2089
C 13.3659 20.3525 12.4364
C 14.9645 16.4274 15.4398
C 10.8528 7.9082 14.8116
C 9.1297 11.3970 17.3438
C 7.5709 19.8240 16.2037
C 15.2862 8.9518 16.5483
C 15.1145 11.2257 17.3468
C 9.5028 12.9171 15.4461
C 14.6741 17.5788 7.2203
C 15.2821 20.4620 13.9681
H 12.5563 11.7493 18.9791
H 17.0227 21.5818 16.1903
H 15.0365 15.6444 14.7189
H 10.1981 13.5619 21.1357
H 8.1524 11.1824 16.9034
H 9.8748 13.9003 15.1986
H 12.4506 15.6998 17.6826
H 12.5811 20.9349 12.9469
H 14.0818 16.8475 6.6926
H 10.5462 18.6153 9.2477
H 10.6335 19.0561 10.9793
H 8.8208 19.2724 12.5410
H 16.8716 18.2474 15.9250
H 6.0193 21.0150 15.3740
H 10.2053 17.3657 10.5611
H 11.0630 11.0629 19.5676
H 7.2632 19.9995 17.2136
H 9.3933 18.6754 16.7087
H 14.6738 18.5492 6.6943
H 9.6690 10.4903 17.0486
H 12.6580 10.2688 16.4179
H 15.0846 9.5006 18.5692
H 15.3193 21.4091 13.5401
H 15.9458 16.7261 9.5268
H 14.9771 12.1034 17.9717
H 15.2797 11.2576 14.1127
H 6.8310 20.7333 13.0644
H 11.2606 16.9848 17.5391
H 12.8401 19.5852 11.8353
H 16.0443 16.5387 12.3046
H 11.3792 16.1209 19.0052
H 15.7214 16.2944 16.1612
H 8.3622 14.7252 17.5008
H 13.9503 20.9029 11.7926
H 10.6066 6.8443 14.8939
H 14.5474 15.7445 12.8288
H 14.0040 16.3111 15.9697
H 15.1537 7.8988 16.7801
H 11.4717 10.2019 12.3419
H 9.0802 12.6702 20.1347
H 17.7254 21.5541 14.6160
H 12.3023 18.3140 8.0924
H 8.8646 16.0743 16.3950
H 9.0976 11.4523 18.4359
H 12.0235 12.0265 20.6185
H 15.4340 15.0632 11.4399
H 10.1553 12.2274 14.9472
H 15.7267 17.2046 7.1413
H 15.4563 8.7101 14.4318
H 8.5586 12.7459 15.0029
H 8.9214 16.2629 18.1616
H 10.6158 7.8578 12.6935
H 9.3977 14.3645 19.9319
H 18.1272 20.3781 15.8694
H 11.4962 8.1945 16.8501
*
```



Model x:
Density functional theory data (ωB97M-V/def2-TZVPD) for a structure of composition C42H55N6O3PSnTe.

The value obtained for the frontier orbital gap is 6.66 eV. As for the highest occupied orbital energy: -6.27 eV.

```
! wB97M-V def2-TZVPD RIJCOSX def2/J DEFGRID3
* xyz 0 1
Te 1.2931 2.0587 -0.3991
Sn -0.1918 -1.2299 -0.5154
P -2.6223 -3.9861 0.4659
O -1.7487 -2.7693 0.4766
O 0.4285 -3.3864 -3.8653
O 1.6205 -0.2829 0.9148
N -1.9814 -5.2681 1.3219
N -1.1270 0.3007 0.1182
N 1.6810 -3.2163 -3.5634
N -4.0972 -3.5752 1.0667
N -2.9253 -4.6855 -0.9769
N 1.1458 1.8638 1.6500
C 5.4698 3.6072 0.0514
C 0.4701 4.0027 -0.6632
C -2.3023 -6.6439 1.1799
C -0.6535 4.3993 0.0385
C -3.8705 -4.0049 -1.8312
C -0.2480 -1.5210 4.5986
C 4.1891 1.4960 -1.2048
C -5.1523 -4.5944 1.2119
C 3.4445 2.3655 -0.4284
C 3.3948 -3.1736 -1.8993
C -1.7995 -5.2909 -1.7210
C 0.1244 5.7252 -2.3448
C 0.8566 4.6473 -1.8792
C 2.6036 -3.0238 -4.5322
C 4.3894 -2.9893 -2.8917
C 3.4808 0.4062 -1.9759
C 5.5480 1.6837 -1.3687
C 0.2850 0.6417 5.5132
C -1.1442 3.7108 1.3212
C 3.3270 4.3085 1.1873
C 0.3157 -1.1360 3.3999
C -3.3544 0.8989 -0.5102
C -4.6302 1.3647 -0.1687
C 2.0827 -3.3330 -2.2882
C 0.8731 0.1435 3.2327
C -1.6809 7.4018 -2.1284
C 7.6224 3.1110 -1.2584
C -0.9980 6.1641 -1.6271
C -0.3199 -0.6020 5.6451
C 4.0959 3.3670 0.2901
C 1.2718 0.5703 1.8186
C -5.0104 1.5490 1.1605
C -2.4047 0.5681 0.4673
C -4.1543 1.1365 2.1562
C 0.9163 0.9913 4.3062
C 6.2004 2.8139 -0.8442
C -4.6229 -2.2340 1.1154
C -1.2134 -4.8797 2.5073
C 2.0039 4.2272 -2.7836
C -1.3772 5.5202 -0.4459
C -2.9163 0.6473 1.8027
C 3.9330 -2.8575 -4.1896
H 7.9252 4.0460 -0.7772
H 2.7664 -0.1635 -1.3735
H 0.3295 -1.7703 2.5591
H -5.2860 1.6137 -0.9628
H 3.6409 -3.0964 -0.8352
H 4.2159 -0.3043 -2.3456
H 1.2773 -3.4051 -1.5955
H -3.0641 0.8400 -1.5611
H -4.3062 -4.7789 -2.4599
H -2.2019 0.3761 2.5524
H -5.9344 -4.5090 0.4853
H 2.6623 3.7152 1.8204
H -2.1949 -6.1593 -2.2401
H -2.7343 7.4602 -1.7960
H 2.1560 -2.9741 -5.4943
H 8.2493 2.2183 -0.9723
H -4.7571 -5.6298 1.2616
H -5.4322 -2.1898 0.4018
H -1.2402 2.6469 1.2403
H -4.6434 -3.6098 -1.2416
H -1.4385 -3.8208 2.8213
H -4.9564 -2.0229 2.1281
H 1.4087 1.9662 4.2295
H -1.5444 -5.3976 3.4373
H 0.2486 1.3231 6.3332
H 2.1634 3.1601 -2.9499
H -2.8664 -6.7459 0.2481
H 6.0265 4.4068 0.5918
H -0.4932 3.8407 2.2143
H 2.7290 5.0402 0.6709
H -0.7740 -2.4574 4.7148
H -2.1359 4.0761 1.5182
H -3.8870 -1.5335 0.8265
H -1.0661 -5.6600 -0.9559
H 4.5774 -2.6092 -4.9947
H -1.4609 -4.5644 -2.4497
H 1.8655 4.5904 -3.8123
H 2.9321 4.6373 -2.4016
H -1.3641 -7.2277 1.0600
H -2.2471 5.8661 0.1342
H 7.6886 3.1633 -2.3445
H -0.1169 -4.9963 2.3878
H -0.8704 -0.8306 6.5409
H 6.1508 1.0776 -2.0336
H -5.9714 2.0246 1.3961
H -4.4548 1.2429 3.2163
H 5.4353 -2.8874 -2.6084
H -1.1783 8.3152 -1.7788
H -5.6020 -4.3784 2.2075
H 4.0069 4.7659 1.9061
H -1.6776 7.4616 -3.2011
H 2.8580 0.8670 -2.7531
H -3.4353 -3.1944 -2.4328
H 0.3299 6.1707 -3.2970
H -2.8291 -7.0037 2.0508
*
```



Ordering by calculated energy gives the sequence model x, model w, with the first entry being the most stable.